Below is one molecule with the formula C5H14N2, with properties calculated with the ωB97M-V functional and the def2-TZVPD basis.

Its total charge is 0. As for the SMILES: C[C@H](N)CN(C)C. The orbital gap is 9.75 eV. As for the spin multiplicity: 1. The total energy comes out at -8389.4732 eV.

Cartesian coordinates (Å):
C 0.11971 -0.67525 2.05320
C 0.91723 -0.01918 0.95795
N 1.93792 0.80221 1.58221
C 0.12890 0.76327 -0.19632
N -0.35643 -0.31580 -1.05660
C 0.06209 -0.01816 -2.39496
C -1.88626 -0.40444 -0.89180
H 0.33360 -0.52859 3.01975
H -1.00085 -0.45843 1.78397
H 0.18764 -1.85453 2.08666
H 1.50790 -0.67734 0.22663
H 1.47645 1.47554 2.15649
H 2.43915 0.26144 2.13428
H -0.54403 1.52539 0.19920
H 0.94622 1.45862 -0.62593
H 0.96870 0.63922 -2.42939
H -0.73237 0.48158 -2.94946
H 0.42103 -0.86377 -3.10392
H -2.25812 -0.91452 0.04642
H -2.39044 0.54559 -1.07165
H -2.27803 -1.22285 -1.52675

Atoms 1-2, force components in eV/Å:
C -4.1 -4.1 -4.6
C 1.6 0.5 -1.9

Below is one molecule with the formula C5H14N2, with properties calculated with the ωB97M-V functional and the def2-TZVPD basis.

Its total charge is 0. As for the SMILES: CNCC[C@H](C)N. The orbital gap is 9.19 eV. As for the spin multiplicity: 1. The total energy comes out at -8389.3395 eV.

Cartesian coordinates (Å):
C -0.28667 -1.38336 2.65668
N 0.58399 -0.26094 2.20053
C 0.37075 0.77217 1.20479
C 0.66870 0.03479 -0.16926
C -0.08438 0.72592 -1.27424
C -0.80423 -0.38567 -2.07892
N 0.54441 1.49384 -2.36723
H -1.05153 -0.90721 3.28816
H -0.64946 -1.94028 1.75719
H 0.28232 -2.14760 3.16085
H 1.01920 0.17272 3.04105
H 1.16070 1.59071 1.55756
H -0.64525 1.00548 1.19045
H 0.19086 -0.92238 -0.15993
H 1.70939 -0.16542 -0.38153
H -0.63713 1.52454 -0.57198
H -1.19107 -1.41959 -1.81064
H -0.24096 -0.45290 -3.00073
H -1.80578 -0.06587 -2.43098
H 1.10380 0.86928 -2.88736
H -0.23765 1.86177 -2.92447

Atoms 1-2, force components in eV/Å:
C -0.1 1.6 -2.0
N 2.2 -0.4 3.1

Below is a 2-piece molecular cluster, C5H14N2 overall, with properties calculated with the ωB97M-V functional and the def2-TZVPD basis.

Its total charge is 0. The orbital gap is 7.95 eV. As for the spin multiplicity: 1. The total energy comes out at -8386.6812 eV.

Cartesian coordinates (Å):
C 0.02422 0.47572 -0.58537
N -1.21943 0.08473 0.10082
C -1.41499 -1.35549 0.21465
C -2.39447 0.65092 -0.56099
C 1.28037 -0.20721 -0.05791
C 1.74006 0.25295 1.29160
N 2.30259 0.19340 -1.04989
H -0.05624 0.28485 -1.66583
H 0.12587 1.51571 -0.27541
H -2.35811 -1.48658 0.76485
H -0.73936 -1.71413 0.99343
H -1.40537 -1.96889 -0.71248
H -3.22346 0.50542 0.14443
H -2.31807 1.72593 -0.70047
H -2.64446 0.06321 -1.45844
H 1.20349 -1.27866 -0.22165
H 1.44259 1.26551 1.61328
H 2.83074 0.34181 1.34187
H 1.59024 -0.45060 2.12988
H 2.94401 -0.57591 -1.22627
H 2.28980 1.67733 -0.08009

Atoms 1-2, force components in eV/Å:
C -1.0 -0.6 1.2
N 0.0 -0.3 -0.5

Below is one molecule with the formula C5H14N2, with properties calculated with the ωB97M-V functional and the def2-TZVPD basis.

Its total charge is 0. As for the SMILES: CCN[C@H](C)CN. The orbital gap is 9.48 eV. As for the spin multiplicity: 1. The total energy comes out at -8391.1422 eV.

Cartesian coordinates (Å):
C 1.43438 1.08136 -2.46595
C 0.45217 0.26722 -1.62393
N 0.05899 0.96655 -0.39148
C -0.55546 0.18413 0.66658
C 0.25313 0.43920 1.97643
C -1.07458 -1.26112 0.35826
N -1.68676 -1.92154 1.49887
H 2.32615 0.47779 -2.68594
H 1.02192 1.28370 -3.46143
H 1.74621 1.99266 -1.94374
H 0.96275 -0.66221 -1.35432
H -0.42083 0.01221 -2.22366
H 0.94903 1.31007 -0.05490
H -1.50863 0.62650 0.99614
H 1.34095 0.35725 1.91941
H 0.06623 -0.26566 2.78745
H 0.16279 1.45541 2.39205
H -0.19536 -1.87946 0.08835
H -1.73708 -1.11224 -0.48312
H -2.49616 -1.34180 1.69930
H -1.09984 -2.01004 2.30560

Atoms 1-2, force components in eV/Å:
C 0.2 -0.3 -0.4
C 0.0 -0.5 0.2

Below is one molecule with the formula C5H14N2, with properties calculated with the ωB97M-V functional and the def2-TZVPD basis.

Its total charge is 0. As for the SMILES: CC(C)NCCN. The orbital gap is 9.60 eV. As for the spin multiplicity: 1. The total energy comes out at -8391.7525 eV.

Cartesian coordinates (Å):
C -1.52417 -0.60237 1.36780
C -1.39339 0.17530 0.02232
C -2.44038 -0.42432 -0.91154
N -0.04348 0.05463 -0.45309
C 1.03564 0.52334 0.38039
C 2.31575 0.83828 -0.37422
N 3.28204 -0.28540 -0.47690
H -2.56643 -0.81401 1.58106
H -0.99212 -1.54505 1.23961
H -0.97268 -0.07293 2.14255
H -1.64328 1.24703 0.16302
H -2.42957 0.08650 -1.88588
H -2.36129 -1.50216 -1.03979
H -3.40073 -0.13580 -0.47281
H 0.06365 0.17702 -1.44503
H 0.70100 1.43130 0.90854
H 1.29924 -0.18827 1.17376
H 2.92251 1.61116 0.11173
H 2.04123 1.16776 -1.38438
H 3.22933 -0.74071 0.42933
H 2.87710 -1.00132 -1.07647

Atoms 1-2, force components in eV/Å:
C 0.8 0.5 -0.9
C -0.3 -0.6 0.9

Below is one molecule with the formula C5H14N2, with properties calculated with the ωB97M-V functional and the def2-TZVPD basis.

Its total charge is 0. As for the SMILES: CCNCCCN. The orbital gap is 9.08 eV. As for the spin multiplicity: 1. The total energy comes out at -8389.7879 eV.

Cartesian coordinates (Å):
C -2.06898 -2.08974 -0.43014
C -0.82612 -1.75194 0.33670
N -0.69262 -0.32455 0.62368
C 0.50388 0.29937 1.29736
C 0.66644 1.70257 0.75199
C 0.86741 1.74736 -0.92027
N 2.21240 1.09376 -1.36455
H -2.13763 -1.59287 -1.34848
H -2.09667 -3.20319 -0.63434
H -2.96563 -1.84137 0.19302
H -0.91050 -2.31834 1.27223
H 0.01765 -1.98868 -0.27135
H -1.10250 0.65775 0.44807
H 0.27590 0.42877 2.44325
H 1.43357 -0.40519 1.32764
H -0.20325 2.42888 0.97996
H 1.66095 2.16346 1.21334
H 0.04016 1.16455 -1.37956
H 0.85792 2.81178 -1.27645
H 2.30587 0.20259 -0.88952
H 2.16173 0.81503 -2.37258

Atoms 1-2, force components in eV/Å:
C -1.2 -1.7 1.4
C -0.9 1.6 0.3

Below is an isolated ion of composition C5H14N2 and charge +2, with properties calculated with the ωB97M-V functional and the def2-TZVPD basis.

Its total charge is +2. As for the SMILES: C[C@@H]([NH3+])C/C=C/[NH3+]. The orbital gap is 11.79 eV. As for the spin multiplicity: 1. The total energy comes out at -8374.6306 eV.

Cartesian coordinates (Å):
C -0.53980 -0.83576 -1.46268
C 0.43985 -1.32023 -0.34120
N 1.71435 -1.97934 -1.13843
C 0.98200 -0.05933 0.33927
C -0.05834 0.66900 1.15518
C -0.79364 1.71849 0.77846
N -1.74276 2.32172 1.70873
H -1.53856 -0.56883 -1.10000
H -0.52650 -1.60241 -2.23157
H -0.14520 0.06680 -1.91823
H -0.00915 -2.12169 0.25275
H 2.62275 -1.49818 -1.22879
H 2.00945 -2.97021 -1.09779
H 1.30842 -2.08178 -2.08810
H 1.87810 -0.28202 0.93328
H 1.28122 0.60792 -0.45162
H -0.19093 0.35195 2.18821
H -0.77820 2.02732 -0.27599
H -1.91417 3.30015 1.44999
H -2.67573 1.92371 1.88525
H -1.32316 2.33273 2.64328

Atoms 1-2, force components in eV/Å:
C 1.0 -0.5 0.4
C 0.3 0.6 -1.3

Below is a 2-piece molecular cluster, C5H14N2O overall, with properties calculated with the ωB97M-V functional and the def2-TZVPD basis.

Its total charge is 0. The orbital gap is 3.70 eV. As for the spin multiplicity: 1. The total energy comes out at -10428.9450 eV.

Cartesian coordinates (Å):
C 0.66474 -1.41680 1.12634
N 0.42797 0.09551 0.80200
C -0.93174 0.29864 0.32479
C -1.21140 1.75105 -0.16952
C -0.10592 2.08360 -1.11280
O 0.07794 0.92351 -1.93168
C 0.75715 -1.99910 -0.27373
N 1.53728 -1.38269 -1.29746
H 1.62277 -1.50396 1.68235
H -0.13544 -1.95717 1.74153
H -0.08054 0.47077 1.73121
H -1.10183 -0.42748 -0.57860
H -1.72252 -0.02622 1.04505
H -2.17009 1.64616 -0.79827
H -1.34026 2.34843 0.76161
H -0.59229 2.92339 -1.75855
H 0.88457 2.43452 -0.48238
H 1.25909 -3.05185 -0.23193
H -0.19890 -2.14963 -0.72455
H 1.08070 -0.44552 -1.53535
H 2.48692 -1.22362 -1.04282
H -1.20820 0.60843 2.72276

Atoms 1-2, force components in eV/Å:
C -0.2 1.9 0.0
N -1.3 -1.0 3.9

Below is a 2-piece molecular cluster, C5H14N2O overall, with properties calculated with the ωB97M-V functional and the def2-TZVPD basis.

Its total charge is 0. As for the SMILES: CNC=O.CCNC. The orbital gap is 9.88 eV. As for the spin multiplicity: 1. The total energy comes out at -10439.5039 eV.

Cartesian coordinates (Å):
C 1.20700 -1.18948 1.28922
N 2.17990 -0.18357 1.66844
C 2.00155 0.61677 2.74811
O 0.97097 0.70335 3.37600
H 0.60411 -1.43526 2.16427
H 1.71971 -2.10170 0.99208
H 0.52692 -0.81434 0.53103
H 3.11192 -0.23028 1.29491
H 2.90206 1.20075 3.00231
C -2.78447 0.70153 -0.51305
C -1.76315 -0.05825 -1.34334
N -0.58704 0.78767 -1.59427
C 0.54480 0.01392 -2.10961
H -3.66472 0.08250 -0.34335
H -3.06975 1.62107 -1.01932
H -2.36378 0.94846 0.46568
H -2.20233 -0.29743 -2.31557
H -1.50766 -1.01845 -0.87078
H -0.32076 1.13298 -0.67437
H 1.42516 0.65009 -2.03151
H 0.71458 -0.91748 -1.56200
H 0.35498 -0.21285 -3.15485

Atoms 1-2, force components in eV/Å:
C -0.1 0.0 0.6
N 0.3 0.0 0.2

Below is a 3-piece molecular cluster, C5H14N2O overall, with properties calculated with the ωB97M-V functional and the def2-TZVPD basis.

Its total charge is 0. As for the SMILES: CC=C(C)C.N=O.N. The orbital gap is 8.37 eV. As for the spin multiplicity: 1. The total energy comes out at -10435.4529 eV.

Cartesian coordinates (Å):
C -2.95590 0.93808 -0.34636
C -2.02398 0.21621 0.60210
C -0.82228 -0.22438 0.20563
C 0.00957 -1.16832 1.13916
C -0.49844 -0.28331 -1.21959
H -3.86926 0.39559 -0.37875
H -2.63980 1.03673 -1.40078
H -3.08121 1.93665 0.04465
H -2.45361 0.07141 1.61849
H 0.53487 -0.50659 1.87190
H -0.68232 -1.80461 1.54161
H 0.72751 -1.75385 0.52038
H -1.00121 -1.17268 -1.61888
H -0.80377 0.61330 -1.64822
H 0.64562 -0.39350 -1.18418
N 0.86015 2.15521 0.12102
O 1.78624 1.76024 0.79208
H 0.34957 3.04907 0.58188
N 4.09582 -1.23865 -0.60454
H 4.79823 -0.87390 0.14586
H 3.69226 -2.16452 -0.33050
H 3.33196 -0.58817 -0.45296

Atoms 1-2, force components in eV/Å:
C 0.9 0.1 -0.1
C 0.2 0.4 -0.2

Below is C5H14N2O as an isolated structure, with properties calculated with the ωB97M-V functional and the def2-TZVPD basis.

Its total charge is 0. The orbital gap is 7.89 eV. As for the spin multiplicity: 1. The total energy comes out at -10434.4325 eV.

Cartesian coordinates (Å):
C -0.13248 -0.67732 0.11872
C -0.35700 0.65263 0.48402
C -2.30361 0.26266 0.37159
C 2.72668 -0.66779 0.68671
C -2.80508 0.67612 -0.99097
N 1.75824 0.24994 0.13873
N 1.97835 0.54659 -1.23126
O -0.12347 -1.70652 0.98314
H 0.07464 -1.38638 1.87392
H -0.28719 -1.00527 -0.90407
H 2.26807 -0.28624 -1.75287
H 2.72908 1.23025 -1.32235
H -0.29480 1.40232 -0.28925
H -0.21174 0.94298 1.51641
H -2.62379 0.92243 1.17710
H -2.56832 -0.75973 0.63715
H 3.74714 -0.25194 0.66524
H 2.75459 -1.64319 0.16107
H 2.48554 -0.85688 1.73768
H -2.54083 1.71196 -1.21384
H -2.37970 0.05051 -1.78016
H -3.89432 0.59287 -1.06669

Atoms 1-2, force components in eV/Å:
C 4.0 0.3 0.0
C -6.1 -0.4 0.3

Below is C5H14N2O as an isolated structure, with properties calculated with the ωB97M-V functional and the def2-TZVPD basis.

Its total charge is 0. The orbital gap is 8.04 eV. As for the spin multiplicity: 1. The total energy comes out at -10436.8549 eV.

Cartesian coordinates (Å):
C -1.17041 0.31190 0.02038
C -0.88652 1.76512 0.34132
C -2.17543 0.06704 -1.08266
N -1.24179 -0.49922 1.13659
H 0.08338 -0.14569 -0.48770
H -0.19856 -0.85118 1.38203
H -1.70033 -1.38161 0.92179
H -1.76801 2.23498 0.78930
H -0.62351 2.32699 -0.55608
H -0.06822 1.84635 1.05574
H -1.94231 0.65722 -1.97046
H -3.18198 0.35183 -0.75750
H -2.20601 -0.98926 -1.35897
N 2.23590 0.26426 -0.70894
C 1.36245 -1.34904 0.87938
C 1.30845 -0.81219 -0.42765
O 2.08756 -0.69137 1.86085
H 2.40596 0.12948 1.44963
H 2.00397 0.77587 -1.54930
H 3.19967 -0.04140 -0.76810
H 1.30297 -2.41692 1.04714
H 1.17277 -1.55317 -1.21678

Atoms 1-2, force components in eV/Å:
C 1.6 -0.2 -0.8
C -0.1 0.0 0.0

Computed values of energy relative to the best compared isomer or geometry (same formula, charge and spin) (unit: kJ/mol) for the preceding records, in sequence: 303.5, 316.4, 572.9, 142.5, 83.6, 273.2, 69.5, 1165.8, 147.1, 537.9, 636.4, 402.6.
Computed values of highest occupied orbital energy (unit: eV) for the preceding records, in sequence: -8.7, -8.1, -8.4, -8.4, -8.5, -8.0, -18.7, -8.4, -9.1, -8.8, -7.1, -7.2.
Computed values of maximum force (unit: eV/A) for the preceding records, in sequence: 7.37, 4.31, 4.21, 3.25, 1.31, 4.39, 2.58, 5.73, 1.03, 3.94, 6.08, 1.76.